# C22H21AsN4O15PtS3

A molecular structure, C22H21AsN4O15PtS3 (ωB97M-V/def2-TZVPD, OMol25).

E (Ha): -5747.7218
HOMO level (spin up / spin down) (eV): -6.5 / -8.8
Expectation value of S²: 6.08

Geometry as ORCA input:
```
! wB97M-V def2-TZVPD RIJCOSX def2/J DEFGRID3
* xyz 0 5
Pt 0.392 -0.917 0.175
O 0.023 -0.305 2.401
C 0.756 0.845 2.842
C 2.122 0.369 3.297
C 2.864 -0.490 2.260
C 3.128 0.240 0.972
C 4.317 0.932 0.785
C 4.539 1.619 -0.391
C 3.561 1.604 -1.371
C 2.404 0.894 -1.138
N 2.185 0.232 0.009
H -0.915 -0.108 2.234
H 0.223 1.316 3.668
H 0.839 1.570 2.027
H 2.009 -0.217 4.211
H 2.725 1.246 3.548
H 2.305 -1.404 2.059
H 3.822 -0.794 2.684
H 5.065 0.907 1.565
H 5.467 2.153 -0.546
H 3.698 2.114 -2.314
H 1.629 0.828 -1.886
O -1.518 2.345 -2.916
As -1.896 1.005 -3.937
O -3.234 1.054 -4.818
O -1.842 -0.308 -2.664
C -0.141 0.474 -4.725
C -0.185 0.648 -6.217
C 0.786 0.187 -7.043
C 1.943 -0.576 -6.726
C 2.243 -1.286 -5.549
C 1.435 -1.506 -4.478
S 1.908 -2.583 -3.136
O 3.092 -3.272 -3.556
O 2.068 -1.691 -1.985
O 0.674 -3.372 -3.035
H -2.241 2.501 -2.278
H -1.020 1.195 -6.636
H 0.686 0.461 -8.087
H 2.674 -0.661 -7.520
H 3.204 -1.788 -5.505
C 1.124 2.502 -4.514
O 0.869 1.174 -4.051
C 0.055 -1.002 -4.378
S -1.320 -2.100 -4.839
S -0.901 -1.561 -2.903
H 1.618 2.486 -5.484
H 1.778 2.954 -3.773
H 0.206 3.090 -4.569
O -6.899 -2.376 -2.241
N -5.901 -3.041 -2.027
O -5.777 -4.214 -2.320
C -4.770 -2.374 -1.367
C -4.871 -1.023 -1.096
C -3.785 -0.455 -0.470
C -2.610 -1.120 -0.114
O -1.647 -0.425 0.429
C -2.552 -2.505 -0.431
C -3.646 -3.114 -1.056
N -1.439 -3.310 -0.172
O -0.307 -2.841 0.399
O -1.491 -4.541 -0.378
N -3.770 1.000 -0.255
O -3.697 1.702 -1.257
O -3.842 1.424 0.870
H -5.744 -0.454 -1.381
H -3.597 -4.167 -1.282
*
```

---

# C4H4BrN3

C4H4BrN3 in the gas phase at a distorted geometry (ωB97M-V/def2-TZVPD, OMol25).

E (Ha): -2892.9003
Energy above the lowest of the compared OMol25 structures with the same formula, charge and spin (kJ/mol): 25.9
HOMO level (spin up / spin down) (eV): -5.9 / -9.7
Expectation value of S²: 2.04

Geometry as ORCA input:
```
! wB97M-V def2-TZVPD RIJCOSX def2/J DEFGRID3
* xyz 0 3
C -1.093 1.768 -0.095
C -1.261 0.428 0.059
C 0.471 0.001 -0.025
C 0.787 -2.265 0.058
N 0.141 2.220 0.037
N 1.229 -1.088 -0.151
N 0.995 1.230 0.047
Br -2.716 -0.722 -0.004
H -1.844 2.414 -0.185
H 1.430 -3.171 -0.272
H -0.080 -2.376 0.548
H 1.940 1.562 -0.018
*
```

---

# C3H3F3S

C3H3F3S in the gas phase at a distorted geometry (ωB97M-V/def2-TZVPD, OMol25).

SMILES string: CC(=S)C(F)(F)F
E (Ha): -813.8393
Energy above the lowest of the compared OMol25 structures with the same formula, charge and spin (kJ/mol): 105.1
HOMO level (eV): -9.5

Geometry as ORCA input:
```
! wB97M-V def2-TZVPD RIJCOSX def2/J DEFGRID3
* xyz 0 1
C 0.157 1.018 0.868
C -0.543 0.053 -0.002
S -2.402 0.035 -0.124
C 0.237 -0.983 -0.775
F 1.517 -0.947 -0.472
F 0.166 -0.685 -2.184
F -0.155 -2.248 -0.641
H 0.786 1.886 0.423
H -0.598 1.470 1.516
H 0.834 0.403 1.390
*
```

---

# C8H4F5NO2OsS

A molecular structure, C8H4F5NO2OsS (ωB97M-V/def2-TZVPD, OMol25).

E (Ha): -1499.8751
Energy above the lowest of the compared OMol25 structures with the same formula, charge and spin (kJ/mol): 18.8
HOMO level (spin up / spin down) (eV): -17.3 / -17.4

Geometry as ORCA input:
```
! wB97M-V def2-TZVPD RIJCOSX def2/J DEFGRID3
* xyz 2 1
Os -1.316 0.486 -0.102
N -2.037 -0.176 -1.940
C -3.534 -0.037 -2.031
C -4.100 0.718 -0.870
O -5.178 1.124 -0.725
O -3.098 0.899 0.161
H -1.599 0.342 -2.703
H -1.801 -1.154 -2.100
H -3.998 -1.021 -2.043
H -3.810 0.477 -2.948
F 5.014 0.854 1.754
C 3.832 0.381 1.533
C 2.968 1.085 0.649
F 3.360 2.183 0.066
C 1.740 0.548 0.446
F 0.840 1.161 -0.401
C 1.293 -0.644 1.054
S -0.259 -1.264 0.631
C 2.180 -1.318 1.927
F 1.803 -2.422 2.511
C 3.438 -0.806 2.162
F 4.263 -1.417 2.969
*
```

---

# C22H35NO4

C22H35NO4 in the gas phase (ωB97M-V/def2-TZVPD, OMol25).

SMILES string: CCOC(=O)C1(Cc2cccc(OC)c2)CCN([C@H](C)CC(C)(C)O)CC1
E (Ha): -1215.0370
Energy above the lowest of the compared OMol25 structures with the same formula, charge and spin (kJ/mol): 0.0
HOMO level (eV): -8.2

Geometry as ORCA input:
```
! wB97M-V def2-TZVPD RIJCOSX def2/J DEFGRID3
* xyz 0 1
C -4.353 -3.453 -0.364
C -3.026 -4.166 -0.583
O -1.953 -3.234 -0.723
C -1.420 -2.747 0.403
O -1.773 -3.086 1.503
C -0.270 -1.788 0.114
C 0.935 -2.714 -0.201
C 2.204 -1.963 -0.484
C 2.518 -1.558 -1.778
C 3.677 -0.848 -2.021
C 4.549 -0.531 -0.993
C 4.254 -0.943 0.301
O 5.034 -0.706 1.395
C 6.242 -0.009 1.220
C 3.081 -1.658 0.542
C -0.598 -0.871 -1.066
C -1.736 0.081 -0.704
N -1.349 0.892 0.431
C -2.161 2.077 0.668
C -3.676 1.811 0.673
C -1.847 3.195 -0.335
C -0.425 3.780 -0.317
C 0.001 4.211 1.091
C 0.603 2.803 -0.889
O -0.520 4.929 -1.156
C -1.158 0.050 1.595
C -0.006 -0.923 1.348
H -4.543 -2.754 -1.175
H -5.157 -4.181 -0.327
H -4.329 -2.908 0.577
H -3.032 -4.734 -1.515
H -2.810 -4.831 0.260
H 1.086 -3.375 0.655
H 0.672 -3.324 -1.068
H 1.857 -1.808 -2.595
H 3.914 -0.535 -3.028
H 5.447 0.024 -1.214
H 6.072 1.004 0.839
H 6.921 -0.541 0.546
H 6.693 0.052 2.209
H 2.881 -1.974 1.554
H -0.879 -1.464 -1.937
H 0.288 -0.284 -1.309
H -1.941 0.733 -1.554
H -2.645 -0.511 -0.495
H -1.890 2.434 1.667
H -4.205 2.687 1.037
H -4.035 1.584 -0.328
H -3.911 0.974 1.328
H -2.526 4.026 -0.136
H -2.050 2.857 -1.352
H -0.764 4.839 1.542
H 0.173 3.342 1.719
H 0.926 4.783 1.039
H 0.366 2.582 -1.927
H 1.603 3.234 -0.845
H 0.582 1.881 -0.317
H 0.358 5.320 -1.237
H -0.912 0.682 2.452
H -2.065 -0.526 1.848
H 0.115 -1.561 2.225
H 0.912 -0.355 1.192
*
```

---

# C3H6N2

C3H6N2 in the gas phase at a distorted geometry (ωB97M-V/def2-TZVPD, OMol25).

SMILES string: C=C1CN1N
E (Ha): -227.2584
Energy above the lowest of the compared OMol25 structures with the same formula, charge and spin (kJ/mol): 437.0
HOMO level (eV): -8.5

Geometry as ORCA input:
```
! wB97M-V def2-TZVPD RIJCOSX def2/J DEFGRID3
* xyz 0 1
C -1.752 -0.638 0.017
C -0.547 -0.036 -0.500
C 0.143 1.191 -0.072
N 0.793 -0.055 -0.663
N 1.568 -0.974 0.037
H -2.107 -1.630 -0.086
H -2.447 0.250 0.218
H 0.115 2.144 -0.739
H 0.415 1.387 0.945
H 1.287 -0.737 1.076
H 2.532 -0.902 -0.234
*
```

---

What is the E in the first record?
-5747.7218 Ha